(1)
Here is the molecule C31H39N5O6 from OMol25. Energies are from the ωB97M-V functional and the def2-TZVPD basis.

Computed properties:
- Orbital gap: 9.71 eV
- Total energy: -1930.07128 Ha
- Energy above the lowest of the compared OMol25 structures with the same formula, charge and spin: 2.53 kJ/mol
- LUMO energy: 0.72 eV

Element x y z (Å)
O: -5.419420 -1.113553 -0.178269
O: 2.882225 2.128736 -0.711424
O: 4.484295 2.918734 0.649951
O: 1.810570 0.400171 1.598948
O: -3.661099 -1.268060 -1.608375
O: -2.480385 -1.233158 1.245572
N: -0.988886 -1.599640 -1.050946
N: -4.179578 0.682291 -0.626883
N: 3.167580 -0.321837 -0.057736
N: -0.819451 -0.009399 2.191084
N: 1.152892 -1.327548 -1.467493
C: -1.043588 2.108596 -2.040033
C: -0.459293 -1.031167 0.069062
C: -1.605628 0.461348 3.303115
C: 5.964159 -1.218438 -0.200492
C: 0.315507 2.194438 -1.791876
C: -6.328262 -2.785043 -1.694376
C: -4.855432 1.464121 0.385929
C: -1.344754 -0.770220 1.223595
C: 5.523335 0.190748 -0.483605
C: 0.893314 -0.866059 -0.205969
C: -4.365001 -0.641965 -0.832684
C: 2.322597 3.424082 -0.910577
C: -4.625064 -3.423313 0.056000
C: 5.985031 -3.560895 -0.754791
C: 6.727988 -3.831552 0.380809
C: -1.369095 4.239853 -0.993616
C: -4.174299 1.367343 1.754043
C: 5.604750 -2.261585 -1.042968
C: 6.708807 -1.499424 0.938258
C: 1.968314 -0.212970 0.545822
C: 3.902992 2.005368 0.129765
C: -5.798739 -2.505890 -0.287580
C: 7.090382 -2.796902 1.227007
C: -2.069173 1.910382 3.095101
C: 0.009231 -1.747375 -1.938709
C: -0.012813 4.320653 -0.733343
C: 0.840278 3.304039 -1.142027
C: -2.840942 2.112690 1.790137
C: -1.886777 3.137480 -1.652915
C: 4.264373 0.527459 0.327103
C: -6.912347 -2.656224 0.749854
H: -2.466590 -0.202758 3.406259
H: 0.975039 1.398803 -2.101818
H: 6.993371 -0.693356 1.599320
H: 2.805939 3.877085 -1.787495
H: -4.996719 -4.402720 0.344728
H: -4.055016 -2.996266 0.877689
H: -3.301885 1.042556 -0.970125
H: -7.180723 -2.144498 -1.911137
H: -4.013703 0.309480 1.958920
H: -2.211465 1.781357 0.960971
H: -5.877604 1.089720 0.457259
H: -6.636776 -3.823999 -1.770392
H: -6.514407 -2.476591 1.744796
H: 5.302223 0.315075 -1.546087
H: -2.691452 2.199273 3.943995
H: -0.126830 -2.162036 -2.917560
H: 0.149496 0.309016 2.099957
H: -4.880753 2.503138 0.044065
H: -5.549710 -2.593560 -2.428384
H: 4.460229 0.391718 1.398209
H: -3.962659 -3.534726 -0.797589
H: 5.030479 -2.059750 -1.936195
H: 0.388434 5.181601 -0.218976
H: -7.701429 -1.934043 0.556060
H: -2.943481 3.090632 -1.873690
H: -1.438645 1.242341 -2.552323
H: -1.993496 -1.730300 -1.199772
H: -7.329898 -3.657711 0.707090
H: 7.672008 -3.001956 2.113696
H: 2.543241 4.047947 -0.037670
H: -2.023988 5.040414 -0.683101
H: 5.699778 -4.363304 -1.419066
H: -1.001532 0.400536 4.212015
H: -4.842275 1.772644 2.516198
H: 7.025473 -4.845000 0.605637
H: -1.188510 2.556365 3.081796
H: 3.156467 -0.737772 -0.979701
H: -3.022410 3.181877 1.652180
H: 6.305469 0.898924 -0.204459

Cartesian forces (eV/Å) of the 3 atoms listed first:
O 0.001 0.231 0.159
O -0.338 -0.009 -0.342
O 0.046 0.001 -0.002

---

(2)
Here is a structure of composition C6H12I2PtS3 from OMol25. Energies are from the ωB97M-V functional and the def2-TZVPD basis.

Computed properties:
- Orbital gap (alpha / beta): 7.42 / 6.36 eV
- Total charge: +2
- Total energy: -2144.49184 Ha
- LUMO energy (alpha / beta): -8.23 / -9.41 eV
- Multiplicity: 3

Element x y z (Å)
Pt: -1.402113 -0.891720 -0.923233
I: -4.057336 -1.079442 -1.172397
I: -4.916683 -2.951312 -2.866464
S: -0.948335 -0.956994 1.463209
S: 0.921175 -1.279339 -1.301673
S: -0.941787 1.496852 -0.953962
C: 0.872738 1.529365 -1.122349
C: 0.660248 -1.789374 1.423741
C: -1.215207 1.747168 0.827340
C: 1.405086 0.354274 -1.919592
C: -0.499083 0.789139 1.756245
C: 1.635466 -1.295600 0.374797
H: 2.018468 -0.301067 0.592365
H: 1.108188 2.447577 -1.661770
H: 1.097454 -1.699072 2.419651
H: 1.032652 0.368681 -2.944824
H: 2.494749 0.383837 -1.966362
H: 1.312041 1.612656 -0.130591
H: 0.404935 -2.839732 1.275015
H: 0.584099 0.875641 1.713837
H: 2.485402 -1.977001 0.336622
H: -0.949805 2.777378 1.071149
H: -2.297790 1.660438 0.931034
H: -0.804551 1.017639 2.778221

Cartesian forces (eV/Å) of the 3 atoms listed first:
Pt 0.322 -0.090 -0.069
I -0.185 0.163 0.142
I 0.206 -0.001 0.005